1.
This record from the Open Molecules 2025 dataset describes C20H20CdN6O6 as an isolated structure. The level of theory is ωB97M-V/def2-TZVPD.

Computed properties:
Lowest unoccupied orbital energy in eV: 0.042
ΔE to the lowest compared entry with this formula, charge and spin in kcal/mol: 36.9
HOMO energy in eV: -8.8

The geometry in XYZ format:
```
53
Properties=species:S:1:pos:R:3:forces:R:3:lowdin_charge:R:1
Cd 0.00991 -0.27963 0.00252 0.26 2.18 -0.32 1.329
N -2.92853 1.24047 1.13752 -0.06 -0.12 -1.41 -0.577
O -3.16221 1.49837 2.31076 -0.01 -0.07 -0.39 0.011
O -3.68632 1.52517 0.17989 0.34 0.04 1.16 -0.038
O -1.83335 0.63627 0.81993 -0.85 0.42 0.92 -0.238
N 2.94136 -1.79525 -0.91059 0.43 -1.61 -0.08 -0.572
O 2.91168 -3.04810 -0.86490 -0.07 1.25 -0.07 -0.025
O 3.94057 -1.18330 -1.28807 -0.67 0.19 0.21 0.001
O 1.88785 -1.17053 -0.54265 1.40 -0.02 -0.44 -0.242
N -0.37239 -1.94536 1.12976 -1.22 -4.19 3.49 -0.056
C 0.57453 -2.48186 1.94202 0.71 0.96 -0.22 -0.136
C 0.36547 -3.36376 2.98190 -0.85 -0.65 0.07 -0.049
C -0.90660 -3.91015 3.16117 0.60 0.93 -0.47 -0.049
C -1.89926 -3.45019 2.30504 0.11 0.57 0.94 -0.050
C -1.60780 -2.43788 1.39054 -0.14 0.01 -0.31 -0.116
H 1.56743 -2.06906 1.82156 0.05 -0.02 -0.25 0.101
H 1.12672 -3.61735 3.70522 0.37 0.09 -0.35 0.110
H -1.09324 -4.54711 4.01377 -0.21 -0.18 -0.15 0.110
H -2.92013 -3.65825 2.59586 -0.16 -0.17 -0.65 0.108
H -2.44213 -1.96770 0.88625 0.13 0.09 -0.26 0.107
N -0.95825 -1.03742 -1.75719 -0.82 -0.55 -3.89 -0.031
C -0.37217 -1.98399 -2.51866 -0.07 -0.96 1.57 -0.127
C -0.88594 -2.52597 -3.67805 -0.09 -0.44 -0.46 -0.065
C -2.10376 -2.10867 -4.20623 1.14 1.40 1.09 -0.033
C -2.63287 -0.98569 -3.53447 0.28 -0.63 -0.57 -0.045
C -2.00382 -0.47396 -2.40052 -0.26 0.54 -0.08 -0.125
H 0.49986 -2.46565 -2.08860 0.16 0.23 0.02 0.097
H -0.28208 -3.30381 -4.12667 -0.16 -0.02 -0.17 0.110
H -2.43289 -2.47571 -5.16629 -0.46 -0.10 0.16 0.108
H -3.48028 -0.46376 -3.95496 -0.05 0.11 0.16 0.105
H -2.27772 0.52735 -2.08927 -0.48 -0.28 0.67 0.098
N 0.24825 1.69731 -1.09455 2.17 2.27 -1.55 -0.004
C -0.44551 2.84199 -1.11129 -2.26 -1.23 0.81 -0.142
C -0.21028 3.95580 -1.86306 0.49 0.56 -0.44 -0.060
C 0.86464 3.94417 -2.72603 0.45 -0.12 -0.53 -0.062
C 1.68890 2.82072 -2.75768 -1.28 0.44 0.90 -0.039
C 1.36810 1.78835 -1.86674 1.06 -0.10 -0.08 -0.131
H -1.38097 2.81984 -0.55622 0.18 -0.11 0.27 0.105
H -0.87574 4.80226 -1.77608 0.01 0.00 0.00 0.113
H 1.10446 4.78051 -3.37146 -0.18 0.09 0.05 0.110
H 2.54156 2.82864 -3.41843 0.21 -0.41 0.24 0.108
H 2.18788 1.09856 -1.68662 -0.58 -0.84 -0.20 0.087
N 1.12166 0.69324 1.75530 0.70 0.76 1.00 -0.017
C 0.54144 0.79961 2.96931 -0.56 -0.67 -0.67 -0.127
C 0.87908 1.73099 3.92069 0.30 0.44 -0.26 -0.044
C 1.88926 2.61405 3.58497 0.66 0.53 0.08 -0.069
C 2.60432 2.46875 2.40591 -1.51 0.03 -0.38 -0.044
C 2.13689 1.51357 1.49362 1.15 0.46 0.78 -0.137
H -0.28216 0.11084 3.11163 -0.09 0.09 0.15 0.103
H 0.33993 1.87173 4.84525 -0.14 -0.32 -0.03 0.112
H 2.12611 3.46253 4.21624 -0.02 -0.15 0.21 0.109
H 3.28784 3.24089 2.08404 0.39 -0.29 0.09 0.106
H 2.72070 1.43814 0.58460 -0.54 -0.42 -0.37 0.100
```
Forces are in eV/Å.

***

2.
This record from the Open Molecules 2025 dataset describes C24H52BCs2O12S6 as an isolated structure. The level of theory is ωB97M-V/def2-TZVPD.

Computed properties:
Net charge: +1
Lowest unoccupied orbital energy in eV: -3.329
ΔE to the lowest compared entry with this formula, charge and spin in kcal/mol: 0.0
HOMO energy in eV: -12.0

The geometry in XYZ format:
```
97
Properties=species:S:1:pos:R:3:forces:R:3:lowdin_charge:R:1
Cs 1.24245 3.06449 1.74876 0.27 -0.19 0.52 0.996
Cs -1.93461 3.04080 -1.25714 -0.24 -0.16 -0.65 1.042
B -0.26868 0.70021 0.30880 0.00 -0.29 0.07 -0.696
H 0.35112 0.88781 -0.55427 2.35 1.26 -3.55 -0.064
H -0.80440 1.58359 0.62010 -2.24 3.34 1.45 -0.214
H -0.90467 -0.13267 0.05178 -2.72 -2.90 -0.83 -0.042
H 0.41600 0.37986 1.07877 2.45 -1.01 3.13 -0.101
C -3.91413 -0.83809 -0.79876 0.79 0.20 0.17 -0.234
C -3.08376 -2.11314 -0.96681 0.96 -0.40 0.69 -0.222
C -4.05771 -3.31957 -0.88826 0.41 0.71 -0.70 -0.194
S -5.35071 -2.84749 -2.07896 0.27 0.96 -0.23 0.704
O -6.61453 -3.38675 -1.66869 -0.18 0.04 0.15 -0.324
O -4.95412 -3.04387 -3.47379 0.20 0.48 1.78 -0.320
C -5.22282 -1.02044 -1.52003 -1.21 -0.94 0.14 -0.176
H -3.35582 0.06456 -1.04697 0.18 -0.20 -0.75 0.079
H -4.04375 -0.65952 0.26867 -0.54 -0.35 0.17 0.111
H -2.38919 -2.17164 -0.12880 -0.01 -0.07 0.14 0.082
H -2.40337 -2.01187 -1.81233 -0.56 -0.44 -0.51 0.087
H -4.44415 -3.32740 0.13091 -0.58 0.10 -0.17 0.109
H -3.74533 -4.34548 -1.08323 0.45 0.27 -0.39 0.108
H -5.97289 -0.96930 -0.73080 -0.52 -0.14 -0.45 0.094
H -5.52272 -0.34818 -2.32392 0.39 -0.16 -0.08 0.103
C -0.23189 -3.70520 -3.03371 -0.61 0.69 0.77 -0.184
C 0.90855 -3.10916 -2.27932 2.37 1.67 0.11 -0.242
C 0.74442 -1.59620 -2.17493 -1.38 0.43 -0.44 -0.204
S 0.13147 -1.12758 -3.85035 -0.45 -0.40 -1.00 0.739
O 1.18140 -0.89568 -4.86566 -1.09 0.50 1.76 -0.346
O -1.03505 -0.21730 -3.71432 1.90 -0.46 -0.04 -0.377
C -0.57338 -2.75442 -4.24914 0.02 -0.91 1.19 -0.166
H -1.03339 -3.65445 -2.29675 -0.59 -0.06 -0.34 0.090
H -0.00460 -4.77013 -3.08226 -0.30 0.05 -1.25 0.125
H 1.85248 -3.17873 -2.81993 0.20 -0.73 -0.02 0.121
H 1.07156 -3.49881 -1.27449 -0.10 -0.27 -0.09 0.122
H 1.55623 -0.96486 -1.81373 0.25 -0.34 -0.35 0.097
H -0.12934 -1.35613 -1.56911 -0.05 0.14 0.10 0.061
H -0.19149 -3.09896 -5.21015 -0.04 0.20 0.12 0.107
H -1.63733 -2.51788 -4.26196 -0.01 -0.41 -0.37 0.089
C 4.76403 0.92486 1.13591 -0.66 0.38 0.35 -0.252
C 6.15146 0.49622 0.80696 1.40 0.68 -0.27 -0.243
C 6.16648 -0.96838 0.56814 -0.21 -2.14 -0.94 -0.204
S 4.46888 -1.53923 0.17283 -1.43 0.85 -2.32 0.741
O 3.98799 -2.33234 1.27538 0.16 0.33 -0.05 -0.315
O 4.22631 -2.05718 -1.19283 0.91 0.69 1.89 -0.346
C 3.78818 0.20224 0.17894 1.23 -0.18 1.95 -0.189
H 4.58287 1.98923 0.98627 0.38 0.25 0.14 0.102
H 4.70732 0.72736 2.20636 -1.12 -0.26 -0.04 0.118
H 6.83987 0.68890 1.62980 -0.02 0.31 -0.03 0.129
H 6.55571 0.99850 -0.07190 -0.07 0.10 -0.06 0.124
H 6.41382 -1.62190 1.40471 0.15 0.29 0.13 0.112
H 6.79497 -1.22691 -0.28408 -0.04 -0.21 0.08 0.112
H 2.79347 0.30178 0.61338 -0.25 -0.53 -0.61 0.060
H 3.97479 0.70106 -0.77210 -0.52 -0.60 -0.36 0.100
C -0.45201 -2.55971 2.38504 1.73 -0.90 -1.46 -0.182
C -0.72498 -1.44002 3.36242 -0.77 -0.45 0.88 -0.223
C 0.36361 -1.55045 4.44508 1.22 1.11 -0.99 -0.182
S 1.90705 -1.68179 3.43542 -0.68 -4.61 0.54 0.687
O 2.75168 -2.74453 4.00954 -1.07 1.80 -0.54 -0.330
O 2.45312 -0.40465 3.13718 0.53 2.02 -0.14 -0.339
C 1.04623 -2.34873 1.94374 0.02 0.58 0.73 -0.194
H -1.07068 -2.64831 1.49202 -0.16 0.85 -0.06 0.089
H -0.53232 -3.58958 2.73291 0.02 0.17 0.96 0.120
H -1.71708 -1.49142 3.81096 -0.10 -0.33 0.15 0.112
H -0.74664 -0.48876 2.83069 0.58 0.10 0.03 0.090
H 0.36636 -2.42935 5.08977 -0.34 0.06 -0.18 0.110
H 0.55848 -0.63535 5.00429 -0.39 -0.06 0.27 0.093
H 1.64928 -3.20079 1.63000 -0.37 -0.08 0.07 0.094
H 1.17203 -1.53041 1.23479 -0.30 -0.18 -0.19 0.059
C -3.67106 1.68702 4.85089 -0.49 -1.04 2.86 -0.270
C -3.45157 1.94129 3.45422 -0.20 0.17 -1.92 -0.237
C -2.90928 3.35978 3.32809 -0.57 0.33 -1.43 -0.216
S -1.93215 3.67933 4.79085 1.39 0.02 1.35 0.763
O -2.41645 4.87001 5.49819 0.88 -1.47 -1.28 -0.310
O -0.48297 3.51109 4.43390 -2.36 0.47 0.35 -0.455
C -2.49724 2.14854 5.67276 0.46 0.36 0.22 -0.175
H -3.88514 0.63447 5.03641 0.08 -0.09 0.09 0.134
H -4.55938 2.21423 5.19878 -0.06 0.17 0.01 0.136
H -4.43887 1.75609 3.03107 0.23 0.43 -0.92 0.134
H -2.74113 1.23959 3.01723 0.06 -0.04 -0.08 0.118
H -3.64949 4.15506 3.24024 -0.30 -0.16 0.48 0.115
H -2.35922 3.43689 2.39023 0.64 0.14 0.32 0.080
H -2.82314 2.29807 6.70210 0.38 0.64 -0.07 0.116
H -1.63794 1.47826 5.69360 -0.03 -0.05 -0.29 0.100
C 2.49138 2.44514 -4.27504 -0.09 -0.58 -0.51 -0.185
C 2.18992 2.85481 -2.83252 -0.69 0.27 -0.09 -0.230
C 1.69743 4.30343 -2.95238 -0.59 -0.88 0.13 -0.208
S 0.51498 4.28215 -4.36956 2.42 -0.12 -0.49 0.707
O 0.64742 5.52093 -5.11439 -0.54 -1.08 0.52 -0.307
O -0.74147 3.84912 -3.80831 -0.81 0.11 0.29 -0.500
C 1.32067 2.83942 -5.25108 0.40 1.33 0.81 -0.138
H 2.67228 1.37142 -4.32483 -0.05 0.00 -0.20 0.105
H 3.41669 2.94639 -4.55904 -0.07 0.05 -0.29 0.120
H 3.03435 2.78227 -2.14713 0.40 0.13 -0.37 0.108
H 1.46507 2.18575 -2.36878 -0.48 0.04 -0.19 0.094
H 2.56317 4.94970 -3.09700 -0.44 0.34 -0.19 0.116
H 1.05114 4.58505 -2.12105 0.28 0.45 0.11 0.076
H 1.64214 3.33839 -6.16529 0.35 -0.26 0.01 0.096
H 0.61772 2.05552 -5.53299 -0.09 0.03 0.56 0.100
```
Forces are in eV/Å.

***

3.
This record from the Open Molecules 2025 dataset describes C46H35AuCl3N2O6P2S as an isolated structure. The level of theory is ωB97M-V/def2-TZVPD.

Computed properties:
Net charge: +1
Lowest unoccupied orbital energy in eV: -5.102
ΔE to the lowest compared entry with this formula, charge and spin in kcal/mol: 3.6
HOMO energy in eV: -10.6

The geometry in XYZ format:
```
96
Properties=species:S:1:pos:R:3:forces:R:3:lowdin_charge:R:1
Au -1.04199 -2.39621 0.03449 -0.05 0.18 -0.40 0.782
O 4.55053 -0.88317 2.69853 0.10 0.05 0.02 0.204
C 3.56196 -1.42059 2.31655 -0.23 -0.06 -0.12 -0.216
C 2.31336 -1.75556 3.18437 0.05 -0.09 -0.40 -0.223
O 2.22377 -1.68571 4.36524 -0.03 0.07 0.16 0.223
C 1.21347 -2.24548 2.20935 0.29 0.28 -0.30 -0.279
C 1.77861 -2.23327 0.77822 0.22 -0.22 0.12 -0.308
O 1.19174 -2.70508 -0.18002 -0.14 -0.02 0.16 -0.006
C 3.27509 -1.86319 0.84760 -0.24 0.06 0.22 -0.251
O 4.06251 -1.90215 -0.04121 0.05 0.02 -0.09 0.204
O 0.08548 -2.54406 2.45708 -0.15 -0.19 0.35 0.114
C -4.50615 -1.88645 -0.33360 0.10 -0.04 -0.09 -0.484
P -2.86287 -1.10726 -0.30641 0.00 0.07 0.01 0.863
C -2.94221 0.09314 1.06283 0.08 -0.04 0.04 -0.357
C -2.88118 -0.41292 2.36405 -0.02 0.00 0.02 -0.120
C -2.89107 0.44309 3.45357 -0.01 -0.02 -0.04 -0.073
C -2.94719 1.81866 3.25228 0.00 -0.02 0.00 -0.072
C -2.99767 2.32741 1.96360 0.01 0.00 -0.02 -0.072
C -2.99480 1.46895 0.86877 0.01 0.03 0.00 -0.073
C -2.71524 -0.12937 -1.82218 0.05 0.00 -0.02 -0.383
C -1.49895 -0.09627 -2.49930 -0.02 0.04 0.02 -0.106
C -1.35498 0.67601 -3.64459 -0.01 -0.02 0.01 -0.071
C -2.42536 1.41690 -4.12045 0.00 0.01 0.00 -0.065
C -3.64379 1.38727 -3.45180 -0.01 0.00 0.01 -0.062
C -3.78957 0.61697 -2.30973 0.01 0.02 0.01 -0.106
P -4.79361 -3.40649 -1.38050 0.00 -0.01 0.02 1.048
C -3.99924 -4.71970 -0.38688 0.09 0.04 0.06 -0.421
C -3.39879 -4.55495 0.86096 -0.06 -0.04 -0.02 -0.137
C -2.82992 -5.63606 1.52684 0.01 0.05 -0.02 -0.080
C -2.84753 -6.89481 0.94705 0.00 -0.01 0.02 -0.077
C -3.45290 -7.07442 -0.29001 -0.03 0.00 -0.03 -0.069
C -4.03313 -5.99834 -0.94425 0.04 -0.06 0.01 -0.115
C -3.55935 -3.17276 -2.72242 0.12 -0.09 0.03 -0.414
C -2.29314 -3.76084 -2.73128 -0.01 0.01 -0.02 -0.128
C -1.40806 -3.51789 -3.77550 -0.04 0.02 0.01 -0.077
C -1.78145 -2.68661 -4.82277 -0.02 -0.04 0.01 -0.081
C -3.04787 -2.11651 -4.83683 -0.04 -0.03 0.02 -0.081
C -3.93413 -2.37019 -3.79953 0.00 0.02 -0.05 -0.119
H -5.21277 -1.12753 -0.66768 -0.08 0.03 0.03 0.040
H -4.78153 -2.12707 0.69432 -0.04 0.01 0.03 0.052
H -2.80789 -1.48418 2.52803 0.01 0.03 0.00 0.092
H -2.85141 0.03815 4.45708 0.00 0.01 -0.02 0.113
H -2.95393 2.48984 4.10187 0.00 -0.01 -0.02 0.110
H -3.04184 3.39823 1.80445 0.00 -0.04 0.00 0.111
H -3.02200 1.87980 -0.13226 0.00 0.00 0.01 0.099
H -0.66796 -0.69309 -2.14105 0.00 0.01 0.00 0.077
H -0.41048 0.68043 -4.17493 -0.03 0.01 0.03 0.113
H -2.31633 2.01462 -5.01671 0.00 -0.01 0.02 0.112
H -4.48232 1.96332 -3.82312 0.03 -0.02 0.01 0.113
H -4.74687 0.60426 -1.80252 0.01 0.02 0.00 0.108
H -3.38682 -3.58560 1.34211 0.01 -0.02 0.03 0.053
H -2.37728 -5.49172 2.50093 -0.02 0.01 -0.04 0.107
H -2.40601 -7.73708 1.46414 -0.01 0.01 -0.02 0.108
H -3.48430 -8.05869 -0.73953 0.00 0.02 0.00 0.110
H -4.51623 -6.14881 -1.90416 0.01 -0.02 0.01 0.110
H -2.00841 -4.44163 -1.93603 0.02 0.06 -0.02 0.086
H -0.43019 -3.98525 -3.77500 -0.04 0.01 0.01 0.109
H -1.09487 -2.50136 -5.63959 -0.01 0.00 0.02 0.110
H -3.34942 -1.48483 -5.66334 0.00 -0.02 0.03 0.111
H -4.93043 -1.93997 -3.82381 0.02 -0.01 -0.02 0.106
Cl 7.69916 0.38218 -2.85393 -0.02 0.01 0.01 0.704
C 6.56909 1.28305 -1.90396 0.02 -0.01 -0.05 -0.658
C 6.35175 0.93965 -0.58334 -0.01 -0.04 0.11 -0.087
C 5.44643 1.68377 0.15708 0.07 0.00 -0.01 -0.025
C 4.74163 2.75151 -0.39116 0.00 -0.05 0.06 -0.189
C 3.74639 3.48632 0.47522 -0.04 -0.06 -0.02 -0.295
C 2.28979 3.27276 0.00526 0.05 -0.06 0.07 -0.036
N 1.72871 2.04151 0.57012 0.18 0.23 -0.05 -0.028
C 0.88776 1.96897 1.65575 -0.08 0.06 -0.07 -0.005
C 0.68305 0.64947 1.89960 0.04 -0.17 -0.23 -0.064
N 1.40485 -0.08392 0.96985 0.18 0.17 0.36 0.080
C 2.03891 0.79260 0.19977 -0.29 -0.15 0.07 -0.074
O 4.01992 4.86804 0.52191 -0.08 0.10 -0.01 -0.115
C 4.25958 5.38016 1.83117 0.01 -0.03 -0.01 -0.139
C 3.11054 5.20936 2.78919 0.12 -0.11 0.00 -0.331
C 1.92736 5.87866 2.70310 -0.06 0.00 0.01 -0.990
Cl 1.48430 7.00590 1.49288 -0.01 0.01 -0.03 0.694
S 0.85411 5.50963 3.98867 -0.05 -0.03 -0.03 0.998
C 1.98653 4.42198 4.67313 -0.03 -0.03 0.02 -0.407
C 3.12805 4.35882 3.93943 0.07 0.02 -0.05 -0.145
C 4.97869 3.06081 -1.73034 -0.01 -0.08 -0.03 -0.568
Cl 4.11886 4.34208 -2.52856 0.04 0.03 0.04 0.763
C 5.88937 2.34119 -2.48515 -0.01 0.05 -0.09 -0.119
H 6.88105 0.10862 -0.13829 -0.01 0.02 -0.01 0.116
H 5.29261 1.42803 1.19960 -0.02 -0.01 0.00 0.114
H 3.82754 3.05562 1.47853 -0.07 0.00 0.04 0.141
H 2.22603 3.22033 -1.07871 -0.02 0.02 0.00 0.104
H 1.68552 4.11149 0.34123 -0.06 -0.01 0.07 0.125
H 0.49566 2.85203 2.13450 0.05 0.00 -0.01 0.123
H 0.03598 0.18787 2.63192 0.10 0.02 -0.04 0.115
H 2.68998 0.55189 -0.62957 0.00 0.03 0.10 0.162
H 4.46880 6.43710 1.68031 0.02 0.03 -0.01 0.133
H 5.15370 4.91270 2.25549 0.01 -0.01 0.00 0.136
H 1.75210 3.90600 5.59177 0.02 0.01 -0.06 0.072
H 3.97946 3.74683 4.21230 -0.05 0.04 -0.02 0.119
H 6.06157 2.60304 -3.52007 0.00 -0.01 0.03 0.110
```
Forces are in eV/Å.

***

Taking the records one at a time from the top gives strongest force on any atom values of 5.58 4.69 0.50 eV/Å.